Entry 1:
Formula: C55H123N5O9
Source: OMol25
Level of theory: wB97M-V/def2-TZVPD

```
192
Properties=species:S:1:pos:R:3:forces:R:3
H -3.690460 -3.442864 1.861463 -0.2 0.2 0.2
C -2.959960 1.970916 -1.693907 0.9 0.7 1.2
H -3.070730 -5.893254 2.469293 -0.1 0.3 0.2
H -0.472350 2.815716 3.623153 0.0 0.1 0.3
H 7.004710 -0.312824 0.768413 0.3 0.0 -0.2
H 1.909170 1.894076 -1.240407 -0.1 -0.3 -0.2
H 4.654090 4.175366 -5.552257 -0.1 -0.4 -0.3
H 2.504240 -0.601024 2.393993 -0.1 0.2 -0.1
C 0.401090 -1.618314 -4.094617 -2.1 -0.2 -0.6
C 0.076340 -1.032644 -0.586567 -1.2 0.2 1.0
H 1.567220 4.329746 -6.552837 0.1 0.5 0.1
H -2.102510 3.315856 -0.194857 0.0 0.1 -0.3
H -4.938750 -0.884804 2.495883 0.2 -0.1 0.2
H -1.234980 -0.027694 2.642203 0.5 0.3 0.8
H 4.732470 4.648566 -3.034897 0.2 -0.1 0.2
H 4.125030 1.794016 1.171413 -0.1 -0.2 -0.4
H 3.082420 3.112566 -0.907287 0.1 0.4 -0.1
C 2.773810 -0.083624 3.314713 0.6 1.5 -0.8
H -1.590110 -4.237924 2.064753 0.2 0.1 0.2
H -0.281110 -0.255084 5.043233 -0.3 0.5 -0.1
H 0.570220 -4.404364 -1.953917 0.4 -0.2 0.5
C 4.325220 -3.466084 -0.603617 1.5 -1.3 0.0
H 8.174060 -0.813484 -1.631797 -0.3 0.5 0.9
C 0.368490 -6.441364 -1.027807 1.6 0.8 -0.4
H -6.553360 0.239156 -1.376367 -0.3 -0.5 0.3
O -3.167590 -2.837254 4.520663 0.2 -1.0 -0.7
C 3.096570 1.457046 3.058483 0.0 1.5 1.7
C -4.117100 0.931676 -3.557297 0.1 0.1 -0.7
H 0.936110 5.817856 -4.086457 -0.1 -0.1 -0.3
O 6.692350 -4.205074 -0.691797 -0.2 0.2 0.8
C 1.410950 3.514096 2.906383 1.2 0.9 -0.1
H 2.493690 -2.634134 -1.095297 -0.4 -0.2 -0.3
C 3.942240 -4.861844 -1.234537 1.2 0.2 0.9
H 7.310280 -2.012984 1.209063 -0.1 0.0 0.1
C -0.560480 -7.578844 -1.081687 -0.6 -1.6 -0.8
C -3.765000 -3.777214 -0.204397 -0.2 0.1 -0.6
H -0.841750 0.160846 -3.995347 -0.1 -0.1 0.3
H 2.867660 -4.932624 -1.402987 0.1 0.2 0.0
H 1.918120 -0.137844 3.987733 0.2 0.0 0.1
H -4.609590 -5.908334 1.568003 -0.4 0.9 0.6
C -2.979130 2.684286 -0.338957 -1.1 -0.3 -0.2
H 3.256780 -0.467384 -1.916377 0.0 0.6 0.3
H -2.887500 1.904116 0.416713 -0.3 0.1 0.5
H -1.154350 -1.084904 6.291693 -0.3 -0.3 -0.1
H -3.662760 -0.104504 -0.423477 0.2 -0.8 0.3
H -0.405120 -2.255354 -2.397247 -0.4 -0.3 0.1
N 2.999410 4.079016 -3.491037 2.0 0.7 -2.3
C -2.874240 0.810056 5.075733 0.9 -0.2 -1.1
H -4.918180 -0.941484 -1.370517 0.1 0.0 -0.2
C -4.295570 3.461446 -0.213777 -0.6 -1.5 0.3
H -3.294920 -4.340434 -1.010547 0.1 -0.2 0.1
C 1.879370 6.052026 -4.579947 0.3 -0.2 0.2
C -0.433700 -0.486624 -4.771477 0.9 0.2 0.8
H 0.367900 2.359396 -5.745787 -0.4 0.3 0.0
H 1.377080 4.597716 0.942273 -0.4 0.2 0.2
C -5.552740 2.462636 -0.415627 -0.2 0.8 -0.6
C 1.921170 3.800696 -5.668007 0.6 -0.2 -0.8
H -3.094940 0.659476 -3.820347 -0.2 -0.8 -0.3
H 1.371340 -6.640634 -1.405547 0.2 -0.9 0.3
H -2.207480 1.504416 4.564453 0.1 0.3 0.2
O -1.877970 -3.986524 1.184113 2.3 0.6 -0.3
H -2.591060 0.831496 6.128083 -0.5 0.0 0.2
H 3.876600 5.396946 -6.558417 -0.5 -0.1 0.1
H 0.031870 3.867376 -4.796817 -0.5 -0.4 0.1
H 0.187770 0.188266 -5.360027 0.0 -0.2 -0.4
H -2.062340 1.359316 -1.602667 0.1 -0.4 -0.7
H -3.241490 -6.276614 0.801313 0.7 0.2 -0.3
H -0.344330 4.576736 3.317663 -0.3 0.0 0.0
H -4.362480 4.315916 -0.887197 0.1 -0.3 -0.4
C -0.090820 3.582726 2.949183 -0.7 -0.2 0.0
C -6.811440 3.360306 -0.537337 -0.4 0.0 0.6
H 5.445080 0.161296 -0.884467 0.6 0.4 0.0
C -5.786950 -2.205894 5.624003 0.6 -0.4 -0.4
H -0.608950 3.420216 2.004073 0.3 0.1 -0.2
C 4.015530 5.058486 -5.531647 1.5 -0.1 0.4
H -3.608140 -2.719744 -0.417107 -0.2 0.0 0.0
H -6.745040 1.214096 0.921293 0.0 -0.5 -0.4
H 3.764920 3.933486 5.556423 -0.2 0.1 0.0
H 1.512530 -3.367964 -4.524017 -0.1 -0.2 -0.3
C 5.301090 -0.806784 -1.364257 0.8 1.6 0.7
H 0.245960 -2.960404 -5.780437 0.0 -0.2 0.3
C -1.078190 -0.979724 5.209453 -0.6 0.3 -1.0
H -5.575440 2.035126 1.765443 0.1 0.8 -0.1
C -4.314690 1.209096 4.754833 1.4 -0.1 0.4
H -0.121220 -5.594754 -2.966377 -0.3 -0.2 0.0
N -5.457880 1.743336 -1.736767 1.4 1.2 0.6
H -5.196950 0.160056 6.351593 0.0 -0.1 0.1
H 4.556830 1.834256 4.570983 0.0 -0.2 0.3
H 1.298940 3.677296 5.123413 0.0 -0.5 -0.1
C -2.182160 -0.462634 2.961203 0.1 0.2 -0.6
H -0.661470 -1.852504 4.706773 -0.2 -0.4 0.3
H 1.704080 -1.991944 -5.644887 0.4 -0.3 -0.4
H -5.587030 -2.467334 3.024733 0.1 0.0 -0.2
C 7.634080 -1.747174 -1.474497 0.1 -0.1 -1.2
H -4.255240 1.863926 -4.104947 -0.4 0.2 0.3
H -3.214410 -0.910994 -1.981387 -0.1 -0.1 0.2
N 5.785460 -3.142444 -0.854497 -1.8 0.5 -0.9
C 3.439320 3.695486 4.543793 -1.8 -1.4 -0.8
C 4.351020 1.763616 2.237293 -0.1 -1.0 -2.1
H 7.429040 -1.967194 -2.522187 -0.4 -0.5 -0.1
H -5.504070 -3.227494 5.370163 -0.1 -0.1 0.2
N -3.501020 -1.546674 4.867693 -0.1 2.3 1.3
H -1.341310 -2.363474 -0.121287 0.2 -0.1 0.4
H 4.069060 4.267816 3.862643 0.0 -0.2 -0.2
C -3.574320 -5.567404 1.559163 -0.1 -0.9 -0.8
H 2.565570 3.035266 -6.100397 0.4 -0.1 0.2
H 4.505020 -5.054104 -2.147997 -0.2 0.3 -0.2
H -0.168500 -5.378484 0.383903 -0.2 0.4 0.8
H 3.485350 1.903246 -2.092367 -0.2 0.0 -0.3
C -5.504960 -1.407694 3.266653 0.1 0.1 1.0
C 6.609280 -1.327914 0.732213 -0.5 0.0 1.0
H -6.512870 -0.992774 3.273083 -0.1 0.0 -0.1
C 1.979200 3.376896 -2.817767 -1.8 -1.5 1.9
H -2.733370 2.774596 -2.394517 -0.4 -0.3 -0.7
H -4.538070 2.147236 5.262863 0.0 0.2 -0.3
H -1.027240 -4.938524 -1.574747 -0.3 0.1 -0.3
H -0.572710 -0.281054 -0.137167 0.4 0.3 0.5
H 0.420810 1.864066 -3.317037 0.2 0.1 0.5
H -2.162820 -1.389404 2.387763 -0.4 -0.5 0.5
H -0.133310 4.300236 -2.659927 0.3 -0.1 -0.5
H 4.232670 -5.671414 -0.564947 -0.1 0.0 0.1
C 1.263180 2.357516 -3.801827 0.5 1.2 0.3
H -4.829570 -4.010544 -0.185917 -0.1 0.2 -0.3
H 4.897210 2.696816 2.374803 -0.4 0.1 0.7
H -0.590830 -7.990074 -2.090677 -0.4 0.2 -0.3
H 5.681320 -1.282984 1.302253 0.0 -0.2 0.3
H -4.909190 0.234596 -3.830727 0.4 -0.2 -0.5
H 2.067780 5.550046 2.308403 -0.3 0.0 -0.2
C -5.240230 0.170546 5.262503 -0.2 -0.4 0.0
H 5.065790 0.947216 2.340743 0.1 0.0 0.1
H 3.499340 -2.656264 -2.528537 0.5 -0.3 0.1
C 2.665260 2.516516 -1.718947 -0.3 0.4 0.3
C 3.512680 -2.484624 -1.452217 -1.1 1.1 2.3
H 3.658590 -0.594214 3.694913 -0.1 0.1 0.3
C -4.948140 -1.253754 4.743993 -0.6 0.1 -1.0
C 3.962500 -3.512264 0.951813 -1.0 -0.4 -1.2
C 0.989600 -2.587184 -5.076297 0.8 0.9 -0.4
C 1.951520 4.559856 1.867843 0.4 -0.9 -0.4
O 0.503470 -6.062084 0.331473 0.0 0.7 0.0
H -6.726720 4.146096 -1.287967 0.4 0.0 0.1
C -2.433060 -0.564924 4.496323 -0.1 -0.2 0.1
H 5.562870 -0.601244 -2.402207 0.0 -0.6 -0.2
H 1.779570 1.905326 0.758283 0.3 0.2 -0.4
C -4.150180 1.080606 -2.068797 -1.0 -0.5 0.2
O -0.774190 -2.147534 -0.865157 0.6 0.3 -0.2
H 3.613410 -2.543314 1.308713 0.1 0.0 0.2
H -4.403310 1.308596 3.673013 -0.1 0.3 -0.1
C -3.238660 -4.121774 1.138233 -2.1 -1.5 1.2
C 0.758820 3.092536 -5.040257 0.6 -0.1 0.5
O -6.592770 0.940906 -2.030267 0.9 0.5 0.4
H 7.055800 -4.297804 -1.575487 0.0 -0.2 -0.1
H -2.579210 -3.066444 5.243773 0.0 -0.5 0.1
H -2.880950 0.194346 2.443353 -0.5 0.0 0.2
H 1.119890 5.186966 -1.822857 0.3 0.2 -0.3
H 0.499180 3.764206 -1.175477 0.2 -0.6 0.0
O -0.539480 -2.371644 -3.340657 0.3 0.0 -0.5
H -5.015660 0.707256 0.940053 -0.1 -0.2 -0.7
H -5.635100 -2.045264 6.691353 0.2 0.1 0.0
H 2.898940 1.785196 5.216633 0.0 -0.3 0.1
H 1.850260 5.115976 4.371673 -0.5 0.1 -0.5
C -0.056960 -5.295214 -1.920317 -0.7 0.5 -0.1
C 3.821680 -1.002904 -1.153357 0.4 -1.7 -1.1
H 2.301130 6.841036 -3.957317 0.5 -0.3 0.1
H 8.372120 -2.488764 -1.168797 -0.2 0.1 0.4
C 3.524690 2.138426 4.397023 -0.1 0.3 0.7
O 1.273290 1.560436 1.497433 0.0 0.2 0.4
H 4.689750 5.786916 -5.081177 -0.4 0.4 0.3
H -7.044430 3.805556 0.429913 0.4 0.4 0.2
H -1.296220 -0.859644 -5.323767 0.3 -0.3 -0.2
H -6.235470 0.512426 4.978403 -0.4 -0.6 0.1
H 4.628370 -3.991594 1.669423 1.1 0.6 -0.5
C 1.906110 4.030476 4.289923 2.0 -0.1 0.5
H 1.197510 -1.218104 -3.467217 0.1 0.2 0.1
H -7.759450 2.873236 -0.765657 0.3 -0.7 -0.2
H 2.937790 4.261116 1.512673 0.3 0.0 0.2
H 3.574780 -0.642814 -0.154627 -0.5 -0.3 0.1
C -3.987070 -0.377674 -1.427617 0.2 2.3 0.1
H -4.370540 3.888286 0.786363 -0.3 -0.1 0.1
H 1.683680 6.524506 -5.542527 -0.1 -0.2 -0.1
H 1.990920 1.586046 -4.053467 0.1 -0.1 -0.3
H -6.854080 -2.107974 5.424673 0.0 0.2 -0.1
N 1.847010 2.123536 2.665043 -0.4 -0.5 0.5
H 0.883010 -1.338034 0.079853 0.1 0.3 0.0
C -5.710250 1.536456 0.805623 -0.2 0.2 0.8
C 6.310570 -1.766514 -0.663897 0.4 -0.7 -1.9
H -0.280200 -8.447294 -0.485587 0.3 0.3 0.4
H -1.556120 -7.282224 -0.751827 -0.1 0.1 -0.2
H 3.160130 -4.239744 1.074643 -0.8 0.3 -0.3
H 0.450430 -0.535724 -1.481677 0.1 -0.6 -0.3
C 2.754910 4.744966 -4.757947 -2.4 1.0 -0.8
C 0.812430 4.187326 -2.129907 0.3 0.6 0.7
O 3.870800 4.965186 -2.754057 -1.1 -0.6 0.6
```
Positions in Å, forces in eV/Å.

Values from the calculation:
SMILES: CC1(C)CCCC(C)(C)N1O.CC1(C)CCCC(C)(C)N1O.CC1(C)CCCC(C)(C)N1O.CC1(C)CCCC(C)(C)N1O.CC1(C)CCCC(C)(C)N1O.CC(C)O.CC(C)O.CC(C)O.CO
Relative energy (zero: lowest compared OMol25 entry of this formula, charge and spin): 1.7226 eV
Net charge: 0
Highest occupied orbital energy: -7.9 eV
Orbital gap: 8.3 eV



Entry 2:
Formula: C8H10P2
Source: OMol25
Level of theory: wB97M-V/def2-TZVPD

```
20
Properties=species:S:1:pos:R:3:forces:R:3
H -0.229183 1.194322 -1.871384 0.7 -1.6 -2.1
H -0.938675 2.511215 -1.433477 0.1 0.5 1.3
P -2.341166 0.685471 -0.542658 2.6 -0.9 1.1
C 2.494633 -0.157367 -0.268831 -3.0 0.1 -0.3
C -1.873227 -1.180818 0.094212 0.4 -0.5 -2.2
C 1.982000 1.085498 -0.240275 2.6 0.9 0.1
H -0.935171 -2.589211 -1.481452 0.0 0.5 1.3
H -2.820179 -1.801946 0.129841 1.0 1.3 0.6
C 0.135370 0.076865 0.806026 -1.1 0.1 -2.1
C -0.663803 1.535850 -1.004294 0.4 0.6 0.9
H -0.661678 -2.869032 0.271410 0.2 -1.6 1.1
H 0.778682 -0.205321 1.618497 -0.1 0.0 0.7
P 0.687889 -0.986839 -0.725544 0.1 1.7 0.0
C -1.387241 -0.089903 0.966159 -1.5 0.4 1.7
C 0.582746 1.360240 0.102358 -3.2 1.4 1.3
H -1.922339 0.134234 1.967604 1.3 -0.6 -1.5
H 3.494689 -0.402957 -0.475570 1.0 -0.5 -0.1
H 2.605892 2.019675 -0.187099 -0.1 -1.2 -0.5
C -0.729420 -2.132299 -0.465259 -0.6 0.1 -0.8
H 0.674680 2.264914 0.768922 -0.7 -0.7 -0.5
```
Positions in Å, forces in eV/Å.

Values from the calculation:
SMILES: C1=CP2C[C@H]3[C@H]4[C@@H]2[C@@H]1CP43
Relative energy (zero: lowest compared OMol25 entry of this formula, charge and spin): 3.2172 eV
Net charge: 0
Highest occupied orbital energy: -7.5 eV
Orbital gap: 7.8 eV